Record 1
DFT (the ωB97M-V functional and the def2-TZVPD basis) results for a single C5H2O molecule in a non-equilibrium geometry.

Properties
Energy relative to the best compared isomer or geometry (same formula, charge and spin) (kcal/mol): 51.0
HOMO level (hartree): -0.337
Kohn-Sham gap (eV): 7.7

Geometry as XYZ:
```
8
Properties=species:S:1:pos:R:3:forces:R:3
C 0.44130 1.78339 0.09394 -1.043 -0.155 -0.167
C 0.97788 0.49616 0.10859 -1.129 -1.006 -0.374
C -0.51530 0.66785 -0.01866 2.010 0.453 1.230
C 1.80896 -0.50437 0.04773 1.929 0.862 0.089
C -1.54719 -0.15203 0.11953 -0.471 -1.418 -2.679
O 2.68329 -1.25949 -0.00690 -1.112 -0.168 0.015
H -1.30279 -1.25181 -0.14882 -0.797 1.759 1.057
H -2.54615 0.22031 -0.19541 0.613 -0.326 0.830
```
Positions in Å, forces in eV/Å.

Mulliken population analysis, charges in e, atoms 1 to 4: -1.000, 0.272, 0.454, 0.765

Record 2
DFT (the ωB97M-V functional and the def2-TZVPD basis) results for 2 unconnected molecules or ions with the total composition C5H2O in a non-equilibrium geometry.

Properties
Energy relative to the best compared isomer or geometry (same formula, charge and spin) (kcal/mol): 180.4
HOMO level (spin up / spin down) (hartree): -0.339 / -0.328
Kohn-Sham gap (spin up / spin down) (eV): 8.6 / 6.6

Geometry as XYZ:
```
8
Properties=species:S:1:pos:R:3:forces:R:3
C -0.67814 2.44153 -1.35828 -1.367 -2.931 2.471
C 1.28274 0.62368 -0.40792 0.936 2.579 -3.265
C 0.57712 -1.03071 1.44891 0.839 1.834 -0.622
C 0.80727 0.04623 0.55578 -1.061 -2.738 3.698
C 1.33564 -1.10984 2.56289 -0.113 -0.485 -0.065
O 2.00164 -1.21723 3.49268 -0.480 0.252 -0.521
H -0.28258 3.15203 -1.97551 1.720 2.479 -2.181
H -0.02129 -1.80765 1.04817 -0.474 -0.991 0.485
```
Positions in Å, forces in eV/Å.

Mulliken population analysis, charges in e, atoms 1 to 4: -0.204, -0.385, -0.607, 0.141

Record 3
DFT (the ωB97M-V functional and the def2-TZVPD basis) results for a molecular structure, C5H2O3 in a non-equilibrium geometry.

Properties
Energy relative to the best compared isomer or geometry (same formula, charge and spin) (kcal/mol): 21.2
HOMO level (hartree): -0.355
Kohn-Sham gap (eV): 10.0

Geometry as XYZ:
```
10
Properties=species:S:1:pos:R:3:forces:R:3
C 0.51053 -1.11465 1.40604 0.481 -1.453 -0.649
C -0.22650 0.53065 0.61542 0.368 -0.135 -1.391
C -0.61270 1.41209 -0.32539 -0.213 -0.145 0.455
C 0.24381 -0.38921 -1.36656 -0.154 -0.243 0.408
C 0.32817 -0.60330 -0.03107 -0.098 0.228 0.543
H -1.18713 2.31650 -0.39962 0.230 0.131 0.185
H 0.39745 -0.99210 -2.25532 0.194 0.357 0.233
O 0.89360 -2.07645 1.98744 -0.446 1.288 -0.377
O -0.04379 0.07616 1.91569 -0.213 0.257 0.959
O -0.30346 0.84030 -1.54664 -0.147 -0.285 -0.366
```
Positions in Å, forces in eV/Å.

Mulliken population analysis, charges in e, atoms 1 to 4: 0.483, 0.914, -0.885, -0.476

Record 4
DFT (the ωB97M-V functional and the def2-TZVPD basis) results for 10 unconnected molecules or ions with the total composition C5H30NO9.

Properties
Energy relative to the best compared isomer or geometry (same formula, charge and spin) (kcal/mol): 1.8
HOMO level (hartree): -0.470
Total charge: +1
Kohn-Sham gap (eV): 10.4

Geometry as XYZ:
```
45
Properties=species:S:1:pos:R:3:forces:R:3
C 0.76982 1.86079 0.66548 0.247 -0.168 0.092
C 0.85856 0.69331 1.63745 -0.235 0.261 0.855
C 1.40205 -0.56972 1.04987 -0.428 -0.574 -0.153
C 0.62351 -1.64567 0.91831 -0.242 -0.470 0.056
C 2.83570 -0.57402 0.62779 0.601 -0.226 -0.194
N -0.24682 1.57919 -0.40215 0.450 -0.042 0.123
H 0.44948 2.77588 1.17418 0.153 -0.184 -0.154
H 1.73791 2.01294 0.18062 -0.202 0.204 -0.090
H -0.11069 0.54190 2.10993 -0.144 -0.200 -0.243
H 1.48291 0.97205 2.49544 0.209 0.230 -0.323
H -0.40309 -1.72579 1.25271 -0.174 0.640 0.033
H 0.93248 -2.60560 0.51983 0.596 0.146 -0.153
H 3.27858 -1.57178 0.74056 -0.169 0.212 -0.104
H 2.96567 -0.27815 -0.41732 -0.048 0.048 -0.010
H 3.45417 0.11394 1.20763 -0.155 0.027 0.079
H -0.02321 0.73919 -0.94879 0.114 -0.102 0.100
H -1.18483 1.43932 -0.00429 0.097 0.029 -0.089
H -0.26686 2.31942 -1.10169 -0.243 0.081 -0.087
H -2.29627 0.06134 2.32225 0.036 0.106 -0.263
H -3.30803 0.86233 1.44692 0.099 -0.046 -0.047
O -2.44504 0.42753 1.40531 -0.122 0.187 0.376
H 4.38043 2.59068 -3.01733 -0.022 -0.112 0.205
H 2.93195 2.09910 -2.85641 0.536 0.085 0.243
O 3.80602 2.11777 -2.40225 -0.447 0.039 -0.314
H -2.13649 -0.34707 4.65682 -0.053 -0.040 -0.186
H -1.16960 -1.31439 3.92326 -0.209 0.221 -0.126
O -1.98209 -0.76614 3.80056 0.121 0.010 0.163
H 1.07539 2.21067 -4.38622 -0.028 0.056 -0.124
H 1.05191 1.02985 -3.37433 0.085 0.505 -0.147
O 1.23477 1.99621 -3.46485 -0.236 -0.584 0.326
H 0.46432 -2.73043 4.73248 0.004 0.096 -0.015
H 0.64406 -2.56696 3.21028 -0.132 0.439 0.471
O 0.35094 -2.09398 4.01447 0.290 -0.619 -0.334
H -2.17380 0.35526 -2.43211 0.064 0.363 0.149
H -2.77692 1.69990 -2.78884 0.008 0.273 0.067
O -2.14366 1.30774 -2.18011 -0.271 -0.464 -0.304
H 1.16557 -1.32282 -2.42637 -0.005 0.303 -0.256
H -0.29244 -0.94552 -2.76220 0.449 0.084 -0.195
O 0.63897 -0.62025 -2.83820 -0.396 -0.410 0.627
H -2.69664 -0.97147 0.46885 -0.298 -0.286 0.318
H -3.24523 -2.48073 0.50207 0.067 0.218 0.062
O -2.91515 -1.77085 -0.05641 0.157 -0.012 -0.405
H -2.46084 -1.94145 -3.11319 0.071 0.062 0.099
H -2.30354 -1.57098 -1.58755 -0.009 -0.325 -0.324
O -1.95394 -1.39256 -2.50250 -0.184 -0.064 0.194
```
Positions in Å, forces in eV/Å.

Mulliken population analysis, charges in e, atoms 1 to 4: -0.927, -0.432, 1.522, -1.639

Record 5
DFT (the ωB97M-V functional and the def2-TZVPD basis) results for 10 unconnected molecules or ions with the total composition C5H30O10S2 in a non-equilibrium geometry.

Properties
Energy relative to the best compared isomer or geometry (same formula, charge and spin) (kcal/mol): 0.1
HOMO level (hartree): -0.309
Kohn-Sham gap (eV): 8.6
Structure (SMILES): CCSSCCCO.O.O.O.O.O.O.O.O.O

Geometry as XYZ:
```
47
Properties=species:S:1:pos:R:3:forces:R:3
C -0.47210 -0.34517 1.06428 0.919 0.642 0.515
C -0.82711 -0.58972 2.52693 0.529 -0.571 0.055
O -1.44464 0.56716 3.03401 -0.876 0.478 -0.083
C 0.25585 1.02883 0.89901 -1.056 -1.491 0.831
S 2.02053 0.88123 1.26262 -0.024 -0.191 -1.052
S 2.89802 2.16907 -0.09319 0.197 0.440 0.250
C 2.53991 1.75507 -1.82461 0.301 0.098 -0.815
C 2.64799 0.32839 -2.27861 -0.089 -1.110 -0.550
H 0.18423 -1.12811 0.68400 -0.222 -0.205 0.097
H -1.37303 -0.35200 0.46046 -0.196 0.110 -0.092
H -1.46730 -1.46546 2.60929 -0.341 -0.043 0.012
H 0.05510 -0.84273 3.12271 0.145 0.129 -0.106
H -1.30590 0.78315 3.95742 0.507 -0.498 0.171
H 0.02539 1.29837 -0.10707 0.644 0.674 -0.439
H -0.23470 1.68923 1.61045 0.249 0.434 -0.281
H 3.28977 2.34438 -2.35852 0.413 0.047 0.322
H 1.64107 2.22206 -2.20435 -0.658 -0.136 0.506
H 1.83830 -0.29223 -1.88400 0.362 -0.084 0.508
H 3.65018 -0.09204 -2.16402 -0.055 -0.044 0.745
H 2.50528 0.14875 -3.34866 -0.223 0.833 -0.162
H -1.65632 -3.66895 -1.05237 -0.250 0.048 -0.077
H -0.31262 -3.51954 -0.40759 0.275 0.437 0.221
O -1.01505 -2.99167 -0.82324 -0.080 -0.434 -0.135
H -3.67644 1.41290 -2.21487 -0.161 -0.123 -0.155
H -3.30187 0.01020 -1.67899 0.008 0.183 -0.167
O -3.32771 0.95780 -1.44557 -0.220 0.249 0.407
H -2.79441 1.63773 2.40263 0.001 -0.170 -0.559
H -3.51637 2.18838 1.09219 -0.002 -0.510 0.004
O -3.20597 2.40272 1.97251 -0.039 0.759 0.297
H -2.90340 -2.23102 -2.86545 -0.039 0.205 0.089
H -1.85236 -1.16648 -2.52565 0.033 0.038 -0.013
O -2.79228 -1.28025 -2.74342 0.231 -0.379 -0.154
H -0.58406 1.25831 -2.04481 -0.557 0.554 -0.558
H -0.83015 0.82261 -3.60465 -0.199 0.630 0.558
O -0.42174 0.62739 -2.75556 0.591 -1.155 -0.012
H -2.18771 2.20165 -0.92286 0.379 0.301 0.569
H -1.42193 3.05015 0.19024 -0.341 -0.177 0.035
O -1.43507 2.80990 -0.74146 -0.139 -0.064 -0.807
H 4.18972 -2.29467 0.50682 0.112 0.120 0.144
H 3.37069 -1.83505 -0.69066 0.089 0.336 -0.149
O 3.69740 -2.62371 -0.24797 -0.095 -0.084 -0.170
H 1.53069 0.19031 4.01057 -0.063 -0.236 0.029
H 1.86792 1.56472 4.42515 -0.066 0.297 0.165
O 1.31706 0.82521 4.70061 0.134 0.002 -0.144
H 1.50980 -3.80555 1.57036 0.295 0.090 -0.037
H 2.03990 -3.10305 0.25017 0.281 -0.393 0.527
O 1.28545 -3.54827 0.67570 -0.704 -0.038 -0.339
```
Positions in Å, forces in eV/Å.

Mulliken population analysis, charges in e, atoms 1 to 4: 0.100, -0.636, -0.475, 0.489

Record 6
DFT (the ωB97M-V functional and the def2-TZVPD basis) results for 10 unconnected molecules or ions with the total composition C5H31N2O9 in a non-equilibrium geometry.

Properties
Energy relative to the best compared isomer or geometry (same formula, charge and spin) (kcal/mol): 87.2
HOMO level (hartree): -0.440
Total charge: +1
Kohn-Sham gap (eV): 9.7

Geometry as XYZ:
```
47
Properties=species:S:1:pos:R:3:forces:R:3
C -0.99264 2.06871 -2.21605 1.557 -0.742 1.435
C -0.09725 0.86363 -2.56261 1.406 0.586 -0.879
C 0.51622 0.22475 -1.27078 0.113 0.227 -0.491
C 1.78265 -0.59548 -1.45336 -0.896 1.644 -0.325
C 2.90419 -0.48086 -0.76704 0.619 0.003 0.347
N 1.72559 -1.42082 -2.65708 -0.977 -2.451 2.352
N 0.92067 1.24755 -3.54874 2.450 -1.098 1.642
H -1.88776 1.91464 -2.72975 -1.807 0.226 -0.370
H -0.55837 3.04860 -2.44246 0.145 -0.490 -0.220
H -1.02848 2.02829 -1.12196 -0.971 0.330 -0.129
H -0.65650 0.01531 -2.99575 -0.245 0.652 -0.193
H 0.87568 1.02061 -0.58133 -1.074 -0.612 -0.116
H -0.36464 -0.41019 -0.98062 1.363 0.753 0.562
H 3.82799 -1.00922 -1.03376 -0.485 0.059 0.052
H 2.98204 0.17751 0.11218 -0.282 -0.355 -0.583
H 2.61597 -1.87655 -2.77069 0.559 -0.160 -0.791
H 1.33628 -0.90589 -3.42618 0.056 0.818 -0.961
H 1.10335 -2.23492 -2.36708 0.478 0.983 -1.054
H 0.68708 1.48375 -4.47457 -0.652 0.520 -0.816
H 1.75123 1.76953 -3.18201 -1.487 -0.489 -0.511
H -2.69276 1.72147 2.23478 -0.370 0.161 0.185
H -2.98364 2.24620 3.61589 0.511 -0.251 -0.006
O -2.34628 1.68358 3.14442 -0.329 -0.032 -0.077
H 1.09858 3.97104 0.70627 0.166 0.956 0.794
H 0.34317 2.59689 0.77278 0.706 0.753 0.066
O 0.90059 3.19540 0.21814 -0.418 -1.138 -1.266
H -4.46124 3.15184 1.08528 -0.751 0.653 0.152
H -3.18909 2.88288 0.28266 -0.500 -0.223 0.392
O -3.78859 2.50133 0.95446 1.271 -0.406 -0.845
H -1.73131 -1.73291 3.01183 -0.411 -0.155 0.996
H -1.84977 -3.13797 3.89776 -0.447 0.884 0.228
O -1.59285 -2.67779 3.09751 0.589 -1.151 -1.176
H 0.53974 -1.30998 4.55110 -0.106 0.585 0.331
H 0.66327 -2.06957 3.29313 -0.337 1.513 0.157
O 0.55913 -1.12214 3.60794 0.849 -1.897 -0.275
H 0.00094 -0.82868 1.89317 0.599 -0.304 0.376
H -1.10292 -0.18598 1.25195 0.101 -0.092 -0.729
O -0.44640 -0.87152 1.04657 -1.011 0.064 0.718
H -0.87892 -2.41994 0.54668 0.223 -1.287 -0.792
H -0.71316 -4.01439 0.36406 -0.255 0.395 0.086
O -0.79218 -3.17839 -0.11344 0.331 0.576 0.312
H 0.81247 1.18055 2.37570 -0.167 0.026 0.385
H -0.75290 1.60013 2.52631 1.170 0.081 0.042
O 0.04077 1.52805 1.92261 -1.212 0.143 0.610
H 1.82443 -3.30428 -0.90988 0.471 -1.120 0.118
H 2.65978 -4.63014 -1.34538 -0.506 0.822 0.183
O 2.43581 -3.70465 -1.56268 -0.036 0.044 0.086
```
Positions in Å, forces in eV/Å.

Mulliken population analysis, charges in e, atoms 1 to 4: -1.023, -0.008, 0.459, -0.308

E_tot: -266.73753; -266.53121; -417.34844; -940.25256; -1757.26776; -995.49388 (Eh)